{
  "formula": "C11H12ClN3",
  "method": "ωB97M-V with the def2-TZVPD basis set",
  "symbols": ["H", "N", "C", "C", "C", "C", "C", "C", "N", "H", "H", "H", "H", "H", "N", "C", "C", "Cl", "C", "C", "C", "H", "H", "H", "H", "H", "H"],
  "xyz": [[-1.0716, -1.2418, -1.8216], [-0.4453, -0.7061, -2.4218], [-0.5901, 0.5233, -2.3204], [-1.6036, 1.0504, -1.4776], [-1.6429, 2.4253, -1.1843], [-2.7958, 2.9492, -0.4957], [-3.8040, 2.0919, -0.1832], [-3.5509, 0.7043, -0.3195], [-2.5405, 0.2046, -0.9481], [-0.0288, 1.1885, -3.1403], [-0.8502, 3.1732, -1.4688], [-3.0275, 3.9270, -0.1716], [-4.6799, 2.4888, 0.3430], [-4.2340, 0.0600, 0.0342], [2.5049, -0.6346, -1.9980], [2.3064, -0.7756, -0.7968], [2.0957, -0.9277, 0.4502], [1.0766, 0.4255, 1.1057], [2.7880, -1.8141, 1.3889], [3.1305, -1.3847, 2.7702], [1.9974, -2.3707, 2.5331], [2.0236, -1.1906, -2.6882], [3.3738, -2.4544, 0.6902], [2.7364, -0.4327, 3.1172], [3.8791, -1.8178, 3.3107], [1.9619, -3.3443, 2.9881], [0.9908, -2.1171, 2.7044]],
  "forces_ev_per_angstrom": [[0.0, 0.3, 0.3], [1.1, -2.0, -0.9], [1.3, 0.6, -2.9], [-2.0, 3.0, 2.1], [-0.7, 1.2, 0.4], [0.8, -1.5, -0.9], [0.1, -0.9, 0.9], [0.6, 3.2, -0.9], [1.8, 0.0, -1.2], [-1.0, -1.0, 2.3], [-0.7, -1.3, 0.1], [0.8, 1.4, -0.3], [0.2, -0.5, -0.3], [-2.3, -2.4, 1.3], [1.1, 0.3, 1.1], [0.2, -0.5, -3.8], [-1.0, 2.0, 2.6], [0.2, -0.8, -0.2], [-0.2, -1.3, -1.2], [-2.9, 0.6, -0.4], [0.1, -0.4, 0.5], [-0.7, -0.1, 0.2], [0.2, 0.1, 1.4], [0.6, 0.1, -0.3], [2.3, -0.7, 1.0], [1.4, -0.8, -0.5], [-1.1, 1.5, -0.4]],
  "orbital_gap_ev": 8.48,
  "homo_energy_ev": -8.328,
  "spin_multiplicity": 1,
  "smiles": "[H]/N=C\\c1ccccn1.N=C=C(Cl)C1CC1"
}

=====

{
  "formula": "C11H12CuN2O6",
  "method": "ωB97M-V with the def2-TZVPD basis set",
  "symbols": ["O", "C", "Cu", "O", "C", "C", "O", "C", "O", "C", "O", "C", "N", "C", "C", "C", "N", "C", "C", "O", "H", "H", "H", "H", "H", "H", "H", "H", "H", "H", "H", "H"],
  "xyz": [[-0.0066, 3.3646, -3.9915], [-0.0464, 2.2527, -3.6981], [-0.2269, 0.5079, -3.5709], [-0.0104, -1.2657, -5.9524], [-0.0682, -0.5252, -5.0727], [-0.0754, -2.3791, -2.4228], [-0.1804, -3.4147, -1.9479], [-1.9219, 0.2706, -3.0263], [-2.9905, -0.0299, -2.7339], [2.0183, 0.3097, -2.9543], [3.0471, -0.0714, -2.6666], [-2.4552, 0.1767, 1.0868], [-1.0795, 0.4399, 1.4255], [-0.7384, 1.3981, 2.4469], [0.3933, 0.9102, 3.3198], [1.5214, 0.3945, 2.4543], [1.0644, -0.4878, 1.4180], [1.7954, -1.7100, 1.1615], [-0.1491, -0.3295, 0.7745], [-0.4030, -0.8516, -0.3290], [-2.6923, 0.3323, 0.0311], [-3.1103, 0.8181, 1.6818], [-2.6627, -0.8903, 1.2821], [-0.4177, 2.3515, 1.9916], [-1.6343, 1.5781, 3.0450], [0.0273, 0.0964, 3.9574], [0.7589, 1.7445, 3.9354], [2.2482, -0.1426, 3.0659], [2.0410, 1.2672, 2.0267], [2.8372, -1.5350, 0.8823], [1.7743, -2.3461, 2.0623], [1.3425, -2.2342, 0.3171]],
  "forces_ev_per_angstrom": [[-0.2, -3.6, 1.2], [0.8, 7.5, -1.9], [1.5, -1.3, 0.5], [-0.2, 2.7, 3.2], [0.6, -3.9, -4.9], [-0.2, -2.8, 0.9], [0.3, 2.5, -1.1], [-5.6, -2.2, 2.4], [3.1, 1.2, -1.0], [1.8, -1.3, 1.0], [-1.9, 0.9, -0.6], [-0.9, -0.1, 0.0], [0.3, -0.3, 0.0], [-0.1, 0.7, 0.6], [-0.2, -0.4, 0.4], [0.7, 0.6, 0.8], [-0.5, -0.3, 0.0], [0.1, -0.7, -0.6], [-0.1, -0.4, -2.6], [0.4, 0.7, 2.1], [0.4, 0.1, 0.1], [0.2, -0.2, 0.0], [0.0, 0.3, 0.0], [-0.3, -0.2, -0.2], [0.1, 0.1, -0.2], [0.1, 0.2, 0.1], [-0.2, -0.4, -0.1], [0.0, 0.0, -0.2], [0.0, -0.3, -0.3], [0.0, 0.3, 0.3], [0.0, 0.3, -0.2], [-0.1, 0.1, 0.3]],
  "s2": 0.782,
  "orbital_gap_ev": [10.48, 6.08],
  "total_charge": 2,
  "homo_energy_ev": [-17.548, -16.617],
  "spin_multiplicity": 2
}